Entry from the Open Molecules 2025 dataset: a molecular structure, C18H13BrMnN7O (ωB97M-V/def2-TZVPD).

```
! RIJCOSX wB97M-V def2-TZVPD def2/J DEFGRID3
* xyz 1 2
H 1.85099 3.94365 3.45139
N -3.33432 -0.82037 0.62758
C 2.40491 -1.14267 0.64061
C -0.20456 1.86424 -3.72830
H -1.29609 2.13315 1.18370
C -3.11850 -2.81818 1.90397
N 1.22973 -1.41093 0.07461
H -1.85430 2.38062 -4.98889
C 0.14854 3.19512 2.35489
H -3.53849 1.38893 -3.41963
H -0.52028 4.00269 2.61004
N 2.59904 0.03187 1.34395
H 3.29184 2.03811 2.83063
N -0.73305 0.71322 -1.69774
C -5.32445 -1.79716 1.37279
N 0.50300 1.12099 1.20728
N -6.46836 -1.82229 1.45657
C 3.48461 -2.03335 0.54801
C -3.89522 -1.77803 1.28332
H 0.09285 -2.76256 -0.99688
C -2.04138 0.77529 -2.03337
C 1.07768 -2.58826 -0.57884
Mn -0.36810 -0.22695 0.07157
H 4.13652 -3.91542 -0.19882
H 0.55838 2.28451 -4.36597
H 1.90072 -4.43883 -1.22628
C -0.28162 2.16758 1.56353
C 1.46679 3.15510 2.81891
N -2.46782 -3.63053 2.38775
C 0.14724 1.26042 -2.53426
C 3.31535 -3.21569 -0.12510
C 2.07670 -3.51260 -0.70147
Br 1.96108 1.22937 -2.02772
C 1.75670 1.08201 1.65923
H 3.52166 0.12108 1.73791
H 4.42817 -1.78478 1.01459
C -1.54575 1.91429 -4.06307
H -2.73307 0.32258 -1.33576
O -2.01724 -0.89346 0.60100
C -2.48177 1.36658 -3.19823
C 2.27186 2.10066 2.47651
*
```

Calculated total energy   -132709.815 eV
E_HOMO (spin up / spin down)   -0.4346 / -0.4259 Eh
Molar mass   478.2 u
HOMO-LUMO gap (spin up / spin down)   8.63 / 8.46 eV
Energy above the lowest of the compared OMol25 structures with the same formula, charge and spin   0.0 kJ/mol